Entry 1:
2 unconnected molecules or ions with the total composition C34H37N3O2 at a distorted geometry, computed with ωB97M-V/def2-TZVPD.

Positions of all 76 atoms, in Å:
1 C -4.798 -0.738 2.119
2 C -4.216 -1.968 2.351
3 C -2.845 -2.104 2.391
4 C -2.011 -0.991 2.187
5 C -0.560 -1.010 2.144
6 N 0.046 0.206 2.117
7 C 1.186 0.536 1.546
8 C 1.669 1.800 1.608
9 N 2.079 2.904 1.669
10 C 0.218 -2.242 2.110
11 C -0.233 -3.403 1.467
12 C 0.555 -4.529 1.409
13 C 1.793 -4.551 2.020
14 C 2.252 -3.423 2.681
15 C 1.486 -2.280 2.712
16 C -2.629 0.252 2.008
17 C -3.996 0.374 1.958
18 H -5.871 -0.647 2.072
19 H -4.847 -2.829 2.496
20 H -2.422 -3.069 2.608
21 H 1.633 -0.167 0.857
22 H -1.194 -3.383 0.981
23 H 0.213 -5.398 0.864
24 H 2.409 -5.434 1.937
25 H 3.223 -3.443 3.154
26 H 1.851 -1.399 3.213
27 H -1.998 1.119 1.908
28 H -4.437 1.339 1.780
29 C -1.106 5.478 8.855
30 O 0.260 5.821 8.941
31 C 0.948 5.737 7.734
32 C 2.298 6.116 7.726
33 C 3.039 6.066 6.576
34 C 2.460 5.639 5.378
35 C 3.239 5.576 4.150
36 C 2.758 5.842 2.916
37 C 3.663 5.737 1.743
38 N 4.545 6.987 1.528
39 C 4.388 8.011 2.666
40 C 5.250 9.258 2.427
41 C 6.049 9.083 1.112
42 C 6.919 7.801 1.224
43 C 6.020 6.575 1.458
44 C 5.036 8.902 -0.051
45 C 4.152 7.669 0.212
46 C 1.440 6.480 2.696
47 C 0.519 5.926 1.662
48 O 1.102 7.456 3.329
49 C 1.121 5.246 5.386
50 C 0.378 5.291 6.534
51 H -1.574 5.639 9.829
52 H -1.600 6.107 8.112
53 H -1.214 4.427 8.578
54 H 2.748 6.451 8.644
55 H 4.071 6.372 6.571
56 H 4.276 5.290 4.234
57 H 4.292 4.853 1.852
58 H 3.066 5.565 0.845
59 H 3.332 8.273 2.759
60 H 4.668 7.531 3.605
61 H 4.623 10.156 2.367
62 H 5.936 9.422 3.267
63 H 6.696 9.962 0.924
64 H 7.522 7.668 0.317
65 H 7.636 7.903 2.048
66 H 6.275 6.064 2.390
67 H 6.133 5.835 0.662
68 H 4.413 9.799 -0.146
69 H 5.567 8.794 -1.004
70 H 4.238 6.937 -0.595
71 H 3.094 7.937 0.268
72 H 0.854 4.958 1.293
73 H -0.473 5.799 2.086
74 H 0.425 6.610 0.821
75 H 0.684 4.887 4.470
76 H -0.647 4.972 6.502

Calculated values
frontier orbital gap = 3.962 eV
highest occupied orbital energy = -4.436 eV
total charge = 0
ΔE to the lowest compared entry with this formula, charge and spin = 230.6 kJ/mol

=====

Entry 2:
A molecular structure, C13H18AlB3Br2CaCl5F4I2MgO10 at a distorted geometry, computed with ωB97M-V/def2-TZVPD.

Positions of all 60 atoms, in Å:
1 C 4.172 0.512 0.950
2 C 2.927 1.203 0.301
3 I 1.844 2.695 1.479
4 C 2.518 0.906 -0.916
5 I 3.567 -0.606 -2.028
6 B 1.259 1.673 -1.556
7 O 1.539 2.873 -2.225
8 B 0.631 3.846 -1.725
9 O -0.724 3.550 -1.852
10 B -0.888 2.320 -1.168
11 C -2.047 2.229 -0.096
12 C -2.713 0.824 -0.114
13 F -3.900 0.801 0.620
14 O -0.031 1.219 -1.453
15 H 4.453 1.145 1.821
16 H 3.987 -0.546 1.206
17 H 5.002 0.636 0.190
18 H 1.020 4.749 -1.051
19 H -1.683 2.497 0.922
20 H -2.840 2.969 -0.315
21 H -2.984 0.536 -1.149
22 H -1.967 0.105 0.284
23 Al 7.006 0.227 0.194
24 C 5.701 -3.811 -3.728
25 Cl 5.943 -3.390 -2.028
26 Cl 7.252 -3.833 -4.570
27 Cl 4.939 -5.399 -3.847
28 Cl 4.638 -2.577 -4.479
29 Br 2.214 -2.100 -5.384
30 C -3.860 6.863 -0.339
31 C -2.884 6.192 0.625
32 O -2.411 6.947 1.583
33 O -2.639 5.023 0.412
34 H -4.026 7.911 -0.081
35 H -3.465 6.818 -1.353
36 H -4.819 6.343 -0.313
37 C -4.683 -2.957 -0.759
38 O -5.151 -2.834 0.404
39 O -3.728 -2.008 -1.018
40 O -4.942 -3.775 -1.638
41 H -3.811 -1.591 -0.138
42 C -1.866 -4.223 2.876
43 C -2.152 -4.091 1.388
44 O -1.494 -3.033 0.730
45 C -0.113 -3.188 0.352
46 O 0.068 -4.284 -0.309
47 C 0.902 -3.008 1.530
48 F 0.473 -2.045 2.373
49 F 2.106 -2.586 1.066
50 F 1.122 -4.104 2.262
51 H -1.840 -3.189 3.380
52 H -2.640 -4.823 3.357
53 H -0.919 -4.719 3.068
54 H -3.214 -3.860 1.281
55 H -1.987 -5.057 0.873
56 H 0.047 -2.239 -0.209
57 Mg -3.758 7.451 3.096
58 Br 8.425 -1.484 -1.531
59 Ca 3.338 2.818 3.954
60 Cl -0.912 -2.522 4.796

Calculated values
frontier orbital gap = 1.133 eV
highest occupied orbital energy = -8.685 eV
total charge = +1
ΔE to the lowest compared entry with this formula, charge and spin = 115.0 kJ/mol

=====

Entry 3:
C4H7NO in the gas phase, computed with ωB97M-V/def2-TZVPD.

Positions of all 13 atoms, in Å:
1 C -0.090 0.747 -1.184
2 O -1.008 -0.298 -1.012
3 C -1.109 -0.555 0.368
4 C 0.300 -0.644 0.966
5 N 1.698 -0.570 -0.024
6 C 1.104 0.563 -0.212
7 H -0.550 1.740 -1.049
8 H 0.293 0.684 -2.213
9 H -1.686 0.228 0.889
10 H -1.636 -1.506 0.484
11 H 0.400 -0.249 1.987
12 H 0.671 -1.652 0.936
13 H 1.613 1.513 0.064

Calculated values
frontier orbital gap = 8.750 eV
highest occupied orbital energy = -7.936 eV
total charge = 0
ΔE to the lowest compared entry with this formula, charge and spin = 499.5 kJ/mol

=====

Entry 4:
5 unconnected molecules or ions with the total composition C17H35INO15P at a distorted geometry, computed with ωB97M-V/def2-TZVPD.

Positions of all 70 atoms, in Å:
1 N 6.294 1.853 0.066
2 C 5.428 2.900 -0.506
3 O 5.672 4.114 -0.498
4 O 4.217 2.501 -1.176
5 P 3.168 1.821 0.006
6 O 1.526 2.116 -0.369
7 I 3.416 -0.640 -0.348
8 H 6.455 2.007 1.070
9 H 7.182 1.872 -0.456
10 H 1.118 2.756 0.253
11 C 9.134 -1.948 5.052
12 C 8.382 -2.136 3.747
13 O 8.362 -0.927 2.976
14 C 9.511 -0.618 2.355
15 O 10.530 -1.261 2.382
16 O 9.333 0.549 1.714
17 C 10.517 1.053 1.097
18 H 8.720 -1.106 5.613
19 H 9.073 -2.849 5.665
20 H 10.188 -1.725 4.876
21 H 7.341 -2.384 3.964
22 H 8.794 -2.959 3.158
23 H 10.961 0.314 0.428
24 H 11.234 1.358 1.862
25 H 10.242 1.930 0.510
26 C -1.295 -5.213 2.403
27 C -0.054 -5.961 1.953
28 O 0.067 -5.960 0.525
29 C 0.476 -4.803 -0.020
30 O 0.754 -3.794 0.579
31 O 0.502 -4.960 -1.353
32 C 0.818 -3.765 -2.065
33 H -2.184 -5.617 1.913
34 H -1.419 -5.290 3.485
35 H -1.240 -4.155 2.141
36 H -0.133 -7.007 2.257
37 H 0.852 -5.558 2.414
38 H 1.755 -3.329 -1.714
39 H 0.001 -3.047 -1.969
40 H 0.930 -4.021 -3.119
41 C -5.281 0.757 -2.971
42 C -4.444 -0.497 -2.798
43 O -3.152 -0.350 -3.401
44 C -2.281 0.415 -2.723
45 O -2.487 0.966 -1.670
46 O -1.144 0.477 -3.435
47 C -0.164 1.352 -2.877
48 H -5.347 1.030 -4.027
49 H -6.289 0.605 -2.579
50 H -4.838 1.608 -2.450
51 H -4.933 -1.329 -3.308
52 H -4.346 -0.776 -1.745
53 H 0.052 1.098 -1.839
54 H -0.502 2.387 -2.958
55 H 0.755 1.243 -3.454
56 C -11.803 3.810 -0.725
57 C -10.962 2.559 -0.554
58 O -9.672 2.710 -1.160
59 C -8.801 3.478 -0.484
60 O -9.007 4.028 0.569
61 O -7.666 3.544 -1.199
62 C -6.689 4.423 -0.644
63 H -11.872 4.083 -1.781
64 H -12.809 3.655 -0.332
65 H -11.361 4.662 -0.205
66 H -11.449 1.725 -1.063
67 H -10.860 2.281 0.498
68 H -6.471 4.169 0.395
69 H -7.031 5.457 -0.724
70 H -5.772 4.315 -1.224

Calculated values
frontier orbital gap = 9.145 eV
highest occupied orbital energy = -9.203 eV
SMILES = NC(=O)OP(O)I.CCOC(=O)OC.CCOC(=O)OC.CCOC(=O)OC.CCOC(=O)OC
total charge = 0

=====

Entry 5:
2 unconnected molecules or ions with the total composition CH6NO at a distorted geometry, computed with ωB97M-V/def2-TZVPD.

Positions of all 9 atoms, in Å:
1 O -2.563 1.399 0.875
2 H -3.548 0.919 0.995
3 C 1.252 -0.440 -0.697
4 N 0.267 -0.383 0.507
5 H 2.073 0.262 -0.609
6 H 0.658 -0.304 -1.594
7 H 1.875 -1.383 -0.944
8 H 0.623 -0.039 1.336
9 H -0.639 -0.030 0.131

Calculated values
frontier orbital gap = 6.278 eV
highest occupied orbital energy = -2.189 eV
total charge = -1
ΔE to the lowest compared entry with this formula, charge and spin = 120.0 kJ/mol